Record 1
# C5H7F3

C5H7F3 as an isolated structure in a non-equilibrium geometry (ωB97M-V/def2-TZVPD, OMol25).

Summary:
- relative energy (zero: lowest compared OMol25 entry of this formula, charge and spin) (kJ/mol) = 152.3
- energy (a.u.) = -494.22900
- orbital gap (eV) = 11.8
- HOMO energy (hartree) = -0.397
- LUMO level (eV) = 1.0

Cartesian coordinates (Å):
C 1.1974 -0.2989 2.0348
C 1.2332 0.4537 1.0060
C -1.7355 0.2107 -0.5144
C -0.4915 0.2407 -1.3501
C 0.6718 -0.3477 -0.6297
F -0.6476 -0.3418 -2.5306
F 1.8387 -0.1447 -1.4599
F 0.5236 -1.6502 -0.2649
H 1.4916 0.0547 3.0801
H 0.7216 -1.3270 2.0350
H 1.6661 1.4266 1.0108
H -1.6818 0.6753 0.4833
H -1.9881 -0.9101 -0.4337
H -2.6234 0.6605 -0.9374
H -0.1761 1.2981 -1.5293

Computed natural (NBO) charges, given in elementary charges:
1. C -0.42
2. C -0.22
3. C -0.66
4. C 0.12
5. C 0.70
6. F -0.32
7. F -0.37
8. F -0.33
9. H 0.21
10. H 0.22
11. H 0.21
12. H 0.24
13. H 0.22
14. H 0.23
15. H 0.18

---

Record 2
# C20H54F6NO22S2Tl

C20H54F6NO22S2Tl as an isolated structure in a non-equilibrium geometry (ωB97M-V/def2-TZVPD, OMol25).

Summary:
- ⟨S²⟩ = 1.7681
- energy (a.u.) = -4070.95656
- orbital gap (spin up / spin down) (eV) = 2.9 / 2.2
- HOMO energy (spin up / spin down) (hartree) = -0.563 / -0.563
- LUMO level (spin up / spin down) (eV) = -12.5 / -13.1
- charge = +3
- spin multiplicity = 2

Cartesian coordinates (Å):
Tl 20.5921 8.4062 17.7079
C 22.8697 11.2338 20.9846
F 23.2781 12.4591 21.4656
F 23.6888 10.9230 19.9002
F 23.1088 10.3421 21.8826
S 20.9876 11.3844 20.3522
O 20.4078 12.3491 21.2861
O 21.0373 11.9497 18.9991
N 20.4650 9.7249 20.2883
S 19.8980 9.5730 21.7291
O 20.9828 9.6056 22.7232
O 18.6822 10.3125 21.9917
C 19.2688 7.7953 21.6808
F 19.8275 7.0433 22.6633
F 17.9346 7.7524 21.9276
F 19.3660 7.2487 20.4429
C 24.0023 7.2259 18.5537
C 23.4345 6.6724 19.8560
O 21.9870 6.6686 19.7216
O 23.7072 8.6159 18.3715
H 23.6073 6.6681 17.7046
H 25.0873 7.1832 18.4584
H 23.7224 7.1341 20.8005
H 23.6303 5.6028 19.7814
H 21.7667 5.8242 20.1215
H 24.5181 9.0035 18.0340
C 15.3588 10.7961 22.6728
C 14.5549 9.5139 22.6300
O 13.4241 9.6226 21.8512
O 15.0185 11.6983 23.7325
H 15.2885 11.4001 21.7681
H 16.4417 10.6756 22.7041
H 14.2735 9.2688 23.6541
H 15.1044 8.6353 22.2922
H 12.9327 8.8009 21.9207
H 14.0806 11.9028 23.7340
C 20.8134 3.7816 21.9929
C 20.6778 2.2231 22.2052
O 22.0404 1.7418 22.0544
O 21.2744 4.0633 20.7149
H 21.4529 4.2526 22.7393
H 19.8238 4.2386 21.9953
H 19.8403 1.8891 21.5928
H 20.4252 2.0794 23.2558
H 22.4546 2.4352 21.5355
H 20.5181 3.8942 20.1484
C 15.9501 14.4012 22.5167
C 17.2169 14.0266 21.8146
O 18.0800 15.1426 21.6962
O 16.3260 14.5831 23.8839
H 15.1150 13.7459 22.2688
H 15.4711 15.3265 22.1966
H 17.0522 13.6021 20.8242
H 17.8287 13.2718 22.3087
H 17.9171 15.8220 22.3546
H 15.6250 14.3287 24.4884
C 17.2003 10.3918 18.0654
C 17.1455 9.2088 19.1263
O 17.8110 8.0046 18.6213
O 18.4572 10.5089 17.4858
H 16.6869 11.3002 18.3805
H 16.4611 10.0953 17.3213
H 16.1434 8.8360 19.3379
H 17.7206 9.5933 19.9687
H 17.1664 7.3245 18.4125
H 18.4550 11.3758 17.0734
C 26.5416 10.6978 23.8053
C 26.5045 9.3248 22.9961
O 27.5398 8.3862 23.4191
O 27.7173 11.3497 23.4404
H 26.6026 10.5341 24.8812
H 25.6251 11.2496 23.5962
H 26.6137 9.4463 21.9184
H 25.4696 8.9844 22.9642
H 27.0946 7.6646 23.8694
H 28.3616 10.6528 23.5851
C 19.2521 12.7650 25.0810
C 20.6833 12.2747 24.7410
O 21.5404 13.0809 23.9155
O 18.9599 14.1632 25.1474
H 18.8426 12.3276 25.9915
H 18.5511 12.2764 24.4042
H 20.7216 11.2213 24.4635
H 21.1923 12.2406 25.7042
H 21.0117 13.3947 23.1782
H 18.3685 14.3355 24.4110
C 26.7908 14.4052 18.8124
C 25.6202 14.1793 19.8758
O 24.4903 13.5861 19.3738
O 27.3708 13.1545 18.6529
H 27.6145 15.0163 19.1812
H 26.3074 14.5802 17.8512
H 25.2774 15.0536 20.4293
H 25.9451 13.3376 20.4874
H 24.6915 13.1305 18.5532
H 27.8852 13.0503 19.4568
C 16.6352 8.5423 26.5404
C 17.1986 8.0180 25.1665
O 17.2263 6.6081 25.0318
O 17.0409 9.9386 26.5477
H 17.0969 7.9277 27.3132
H 15.5504 8.5045 26.4414
H 18.2437 8.2808 25.0023
H 16.6794 8.3499 24.2674
H 17.9518 6.2314 25.5350
H 16.4309 10.3876 25.9579

Mulliken population analysis, charges in e, atoms 1 to 99:
1. Tl 0.86
2. C 0.46
3. F -0.27
4. F -0.22
5. F -0.23
6. S 0.61
7. O -0.55
8. O -0.69
9. N 0.36
10. S 0.42
11. O -0.59
12. O -0.30
13. C 0.06
14. F -0.16
15. F -0.13
16. F -0.09
17. C -0.83
18. C -0.19
19. O -0.27
20. O -0.40
21. H 0.25
22. H 0.52
23. H 0.16
24. H 0.44
25. H 0.28
26. H 0.26
27. C 0.61
28. C -0.82
29. O -0.55
30. O -0.53
31. H 0.42
32. H -0.43
33. H 0.45
34. H 0.30
35. H 0.36
36. H 0.32
37. C -0.65
38. C -0.26
39. O -0.48
40. O -0.55
41. H 0.35
42. H 0.32
43. H 0.28
44. H 0.32
45. H 0.31
46. H 0.26
47. C -0.35
48. C 0.36
49. O -0.57
50. O -0.50
51. H 0.19
52. H 0.37
53. H 0.30
54. H -0.32
55. H 0.39
56. H 0.29
57. C -0.70
58. C 0.60
59. O -0.45
60. O -0.39
61. H 0.36
62. H 0.40
63. H 0.50
64. H -0.67
65. H 0.25
66. H 0.27
67. C -0.27
68. C -0.20
69. O -0.53
70. O -0.53
71. H 0.30
72. H 0.14
73. H 0.20
74. H 0.24
75. H 0.33
76. H 0.36
77. C 0.27
78. C -0.07
79. O -0.24
80. O -0.46
81. H 0.41
82. H -0.32
83. H 0.12
84. H 0.53
85. H 0.36
86. H 0.32
87. C -0.51
88. C 0.03
89. O -0.18
90. O -0.36
91. H 0.39
92. H 0.32
93. H 0.35
94. H 0.25
95. H 0.33
96. H 0.37
97. C -0.25
98. C 0.07
99. O -0.31

---

Record 3
# C16H19N3O4S

The molecule C16H19N3O4S in a non-equilibrium geometry (ωB97M-V/def2-TZVPD, OMol25).

Summary:
- relative energy (zero: lowest compared OMol25 entry of this formula, charge and spin) (kJ/mol) = 360.3
- energy (a.u.) = -1484.48137
- SMILES string = CCC[C@@H](C)c1nnc(NC(=O)COc2ccc3c(c2)OCO3)s1
- orbital gap (eV) = 7.9
- HOMO energy (hartree) = -0.278
- LUMO level (eV) = 0.3

Cartesian coordinates (Å):
C -1.3032 4.7030 2.5452
C -0.3067 3.6237 2.9537
C 1.1496 4.0097 2.6922
H 1.7985 3.2112 3.0562
H 1.3852 4.9212 3.2450
C 1.4767 4.2504 1.2093
C 1.1553 3.0327 0.4198
N 1.7735 1.9170 0.5063
N 1.3195 0.9533 -0.2824
C 0.3185 1.3119 -1.0114
N -0.3506 0.5398 -1.9124
C -0.1114 -0.7641 -2.3135
O -0.8183 -1.2605 -3.1509
C 1.0585 -1.4598 -1.6427
O 1.2390 -2.7640 -2.1196
C 0.2877 -3.7074 -1.8482
C 0.4758 -4.9366 -2.4748
C -0.3928 -6.0019 -2.2766
C -1.4556 -5.7961 -1.4306
C -1.6450 -4.5693 -0.8011
C -0.7930 -3.5066 -0.9839
H -0.9850 -2.5742 -0.4822
O -2.7661 -4.6255 -0.0153
C -3.2863 -5.9282 -0.1817
O -2.4589 -6.6599 -1.0573
H -3.3282 -6.4338 0.7969
H -4.3045 -5.8661 -0.5998
H -0.2432 -6.9484 -2.7672
H 1.3235 -5.0425 -3.1311
H 0.9410 -1.4226 -0.5520
H 1.9781 -0.9210 -1.8897
H -1.1279 0.9800 -2.3926
S -0.1664 2.9883 -0.7528
C 2.9582 4.5939 1.0369
H 3.2064 5.4714 1.6284
H 3.1844 4.8030 -0.0062
H 3.5715 3.7590 1.3637
H 0.8707 5.0798 0.8349
H -0.4169 3.4267 4.0222
H -0.5387 2.6948 2.4276
H -2.3046 4.4308 2.8700
H -1.0421 5.6550 3.0024
H -1.3263 4.8319 1.4655

Computed natural (NBO) charges, given in elementary charges:
1. C -0.61
2. C -0.40
3. C -0.38
4. H 0.22
5. H 0.20
6. C -0.28
7. C 0.09
8. N -0.26
9. N -0.33
10. C 0.23
11. N -0.63
12. C 0.67
13. O -0.55
14. C -0.18
15. O -0.48
16. C 0.32
17. C -0.27
18. C -0.23
19. C 0.19
20. C 0.32
21. C -0.37
22. H 0.22
23. O -0.49
24. C 0.24
25. O -0.48
26. H 0.15
27. H 0.15
28. H 0.23
29. H 0.23
30. H 0.22
31. H 0.24
32. H 0.42
33. S 0.31
34. C -0.59
35. H 0.21
36. H 0.21
37. H 0.22
38. H 0.21
39. H 0.21
40. H 0.20
41. H 0.22
42. H 0.20
43. H 0.19

---

Record 4
# C18H25NO3

C18H25NO3 as an isolated structure in a non-equilibrium geometry (ωB97M-V/def2-TZVPD, OMol25).

Summary:
- relative energy (zero: lowest compared OMol25 entry of this formula, charge and spin) (kJ/mol) = 1764.3
- energy (a.u.) = -980.77104
- orbital gap (eV) = 9.0
- HOMO energy (hartree) = -0.324
- LUMO level (eV) = 0.1

Cartesian coordinates (Å):
C -4.7867 -3.5792 -0.5759
C -5.4896 -2.5488 0.1059
C -4.6247 -1.3141 0.6413
C -4.1234 -0.5456 -0.4406
C -3.3954 0.4928 0.0314
C -2.8595 1.4628 -0.8501
C -2.2013 2.6712 -0.1870
C -0.8316 2.5045 0.2564
O 0.0390 1.9532 -0.6528
C 1.3441 1.4564 -0.1405
C 1.7248 1.8113 1.1888
C 2.9411 1.2343 1.3840
C 3.8785 0.3743 0.4130
C 3.3931 0.5302 -0.7376
C 2.1091 0.8948 -1.2287
H 1.6684 0.7948 -1.9808
H 4.0131 -0.1806 -1.4898
C 5.1851 -0.0343 0.9701
C 5.2528 -1.3933 0.7329
O 4.5065 -2.2089 1.6152
N 5.8577 -1.8766 -0.3848
C 6.4744 -0.7520 -0.7531
O 7.2750 -0.8582 -1.8270
C 6.2558 0.4567 0.0686
H 6.0276 1.3962 -1.0049
H 7.3264 0.7198 0.3880
H 5.9724 -3.0154 -0.6131
H 5.4953 0.4722 1.8824
H 3.3186 1.1906 2.6147
H 1.2205 2.0243 2.0177
H -0.3797 3.5180 0.7528
H -1.0225 1.7500 1.0704
H -2.7461 3.3645 0.3542
H -1.8981 3.3398 -1.2050
H -2.1111 0.9052 -1.4702
H -3.5528 2.0685 -1.5493
H -2.6126 0.2948 0.6718
H -4.1065 1.2893 1.0568
H -3.5107 -1.0510 -1.0146
H -5.0925 -0.0130 -0.9662
H -3.9015 -1.9057 1.4376
H -5.5431 -0.7151 1.5628
H -6.5102 -2.1627 -0.5135
H -6.1997 -3.1743 0.9685
H -5.5835 -4.3434 -1.0347
H -4.2412 -3.2130 -1.5683
H -3.9550 -4.0856 0.0032

Computed natural (NBO) charges, given in elementary charges:
1. C -0.64
2. C -0.41
3. C -0.35
4. C -0.50
5. C -0.27
6. C -0.42
7. C -0.39
8. C -0.06
9. O -0.54
10. C 0.37
11. C -0.35
12. C -0.08
13. C -0.03
14. C -0.16
15. C -0.23
16. H 0.19
17. H 0.19
18. C -0.41
19. C 0.66
20. O -0.62
21. N -0.60
22. C 0.62
23. O -0.62
24. C -0.45
25. H 0.28
26. H 0.29
27. H 0.51
28. H 0.29
29. H 0.19
30. H 0.24
31. H 0.17
32. H 0.15
33. H 0.23
34. H 0.17
35. H 0.21
36. H 0.21
37. H 0.20
38. H 0.09
39. H 0.23
40. H 0.21
41. H 0.22
42. H 0.20
43. H 0.20
44. H 0.20
45. H 0.22
46. H 0.19
47. H 0.21

---

Record 5
# CH2NO3S

A 2-piece molecular cluster, CH2NO3S overall in a non-equilibrium geometry (ωB97M-V/def2-TZVPD, OMol25).

Summary:
- relative energy (zero: lowest compared OMol25 entry of this formula, charge and spin) (kJ/mol) = 231.0
- energy (a.u.) = -717.95343
- orbital gap (spin up / spin down) (eV) = 6.8 / 6.8
- HOMO energy (spin up / spin down) (hartree) = -0.136 / -0.137
- LUMO level (spin up / spin down) (eV) = 3.1 / 3.1
- charge = -1

Cartesian coordinates (Å):
C -0.7276 0.8342 0.1078
N 0.5494 1.0982 -0.2078
O -1.3186 1.4138 0.9952
O -1.2213 -0.2208 -0.6146
O 0.9278 -1.8566 0.2619
S 1.4199 -0.8617 1.2504
H 0.8746 0.3949 -1.0426
H -0.5041 -0.8021 -0.7504

Computed natural (NBO) charges, given in elementary charges:
1. C 0.80
2. N -0.87
3. O -0.69
4. O -0.75
5. O -0.90
6. S 0.63
7. H 0.29
8. H 0.49

---

Record 6
# C5H38NO15

A 14-piece molecular cluster, C5H38NO15 overall in a non-equilibrium geometry (ωB97M-V/def2-TZVPD, OMol25).

Summary:
- ⟨S²⟩ = 0.7544
- energy (a.u.) = -1395.96018
- orbital gap (spin up / spin down) (eV) = 10.5 / 3.9
- HOMO energy (spin up / spin down) (hartree) = -0.576 / -0.576
- LUMO level (spin up / spin down) (eV) = -5.1 / -11.8
- charge = +2
- spin multiplicity = 2

Cartesian coordinates (Å):
O -1.7485 -0.8261 2.2912
C -1.0162 -0.5944 1.4021
O 0.3268 -0.5408 1.4718
C -1.2510 -0.4058 -0.1584
C -2.7153 -0.4742 -0.4605
C -3.2854 -1.8545 -0.4421
C -4.8054 -1.8646 -0.8334
N -0.7079 0.9041 -0.6474
H 0.7479 -0.5637 2.3613
H -0.6980 -1.2061 -0.7303
H -2.9290 0.2204 -1.3561
H -3.2523 0.2492 0.2207
H -2.7673 -2.4716 -1.1562
H -3.3767 -2.2280 0.6237
H -5.1822 -0.8316 -0.9971
H -5.2956 -2.3831 0.0294
H -4.9417 -2.5128 -1.7144
H -1.2214 1.6996 -0.3705
H -0.3943 0.9487 -1.6171
H 0.2035 1.0926 -0.0975
H 1.1770 -3.7941 1.9245
H 1.3244 -5.1183 2.7388
O 0.9070 -4.7023 1.9769
H 5.1293 -1.6537 -1.8097
H 4.7190 -1.3155 -0.4133
O 4.5636 -1.0652 -1.3186
H 2.3106 1.6286 0.0079
H 2.1852 0.9293 -1.4225
O 1.7272 1.3708 -0.7026
H -0.5772 2.4740 -3.3704
H -0.3852 0.8308 -3.7132
O -0.8183 1.5707 -3.3157
H -0.0696 -0.3463 4.6543
H 1.5114 -0.0317 4.3285
O 0.6814 -0.3903 4.0752
H 5.2134 2.3613 0.7113
H 4.2175 1.9857 1.9195
O 4.9425 1.7067 1.3396
H -4.7961 0.8870 -2.9559
H -5.1803 1.1830 -1.4508
O -4.4407 1.1330 -2.0828
H 5.4748 -0.5455 2.2542
H 3.9432 -0.7557 2.3552
O 4.7475 -0.8714 2.8515
H 0.1868 4.3003 1.7972
H 1.3836 3.3490 2.1568
O 0.5297 3.4022 1.7039
H -1.0539 3.8845 0.2002
H -2.5578 4.0394 -0.4330
O -1.9244 3.5335 0.1484
H 1.2140 -1.1977 -2.2131
H 0.2873 -1.6090 -3.3981
O 0.2745 -1.1592 -2.5335
H 3.7264 0.5368 3.5335
H 3.7706 1.9986 4.1319
O 3.2627 1.3778 3.5558
H -1.5303 -1.5490 -5.2666
H -1.0049 -2.8292 -5.0283
O -0.7618 -1.9061 -4.7564

Computed natural (NBO) charges, given in elementary charges:
1. O -0.38
2. C 0.81
3. O -0.68
4. C -0.13
5. C -0.41
6. C -0.42
7. C -0.58
8. N -0.75
9. H 0.55
10. H 0.33
11. H 0.41
12. H 0.28
13. H 0.25
14. H 0.32
15. H 0.21
16. H 0.24
17. H 0.25
18. H 0.45
19. H 0.49
20. H 0.49
21. H 0.46
22. H 0.49
23. O -0.94
24. H 0.49
25. H 0.47
26. O -0.95
27. H 0.51
28. H 0.51
29. O -0.98
30. H 0.51
31. H 0.52
32. O -0.99
33. H 0.52
34. H 0.52
35. O -0.99
36. H 0.49
37. H 0.49
38. O -0.99
39. H 0.51
40. H 0.50
41. O -0.91
42. H 0.51
43. H 0.45
44. O -0.94
45. H 0.49
46. H 0.49
47. O -0.98
48. H 0.49
49. H 0.51
50. O -0.98
51. H 0.49
52. H 0.53
53. O -1.01
54. H 0.50
55. H 0.51
56. O -1.01
57. H 0.49
58. H 0.50
59. O -0.97